Entry 1:
68
Properties=species:S:1:pos:R:3 method="wB97M-V/def2-TZVPD" largest_force_ha_per_bohr=0.0391 gap_ev=7.5 total_charge=+1 lumo_ev=-2.8 e_above_lowest_kcal_mol=2.1
C -3.430 2.307 -4.696
O -3.452 2.552 -3.268
C -3.647 1.529 -2.380
C -3.955 1.892 -1.034
C -3.507 1.069 -0.032
C -2.988 -0.197 -0.353
C -2.207 -0.869 0.728
C -1.682 -2.274 0.622
C -1.936 -3.175 1.645
C -1.417 -4.454 1.559
C -0.628 -4.832 0.429
O -0.245 -6.135 0.374
C 0.543 -6.643 -0.721
C -0.402 -3.911 -0.621
C -0.860 -2.606 -0.451
C -2.995 -0.666 -1.663
C -3.350 0.186 -2.699
H -3.776 3.255 -5.126
H -2.406 2.091 -5.046
H -4.106 1.506 -5.007
H -4.404 2.856 -0.807
H -3.622 1.354 1.019
H -2.744 -0.750 1.675
H -2.640 -2.877 2.447
H -1.694 -5.188 2.304
H 0.817 -7.647 -0.394
H -0.030 -6.708 -1.654
H 1.440 -6.038 -0.884
H 0.046 -4.221 -1.569
H -0.690 -1.865 -1.237
H -2.764 -1.715 -1.842
H -3.297 -0.140 -3.740
C 0.265 2.341 2.885
N 1.135 1.259 2.434
C 1.363 0.899 1.155
H -1.318 -0.244 0.782
C 1.176 1.769 -0.007
C 2.321 2.576 -0.131
C 2.419 3.540 -1.104
C 1.343 3.670 -1.969
C 1.466 4.706 -3.053
F 0.760 4.374 -4.178
F 1.029 5.940 -2.634
F 2.766 4.891 -3.444
C 0.177 2.909 -1.871
C 0.097 1.913 -0.902
N 2.075 -0.248 1.152
C 2.425 -1.036 -0.024
C 2.482 -0.548 2.474
C 1.882 0.418 3.295
C 2.445 0.810 4.497
C 3.630 0.167 4.865
C 4.230 -0.791 4.044
C 3.675 -1.162 2.816
H 0.555 2.631 3.897
H 0.321 3.243 2.257
H -0.781 1.985 2.910
H 3.147 2.453 0.567
H 3.302 4.168 -1.201
H -0.631 3.122 -2.568
H -0.793 1.279 -0.857
H 3.388 -1.530 0.131
H 1.654 -1.806 -0.192
H 2.523 -0.424 -0.929
H 2.014 1.628 5.079
H 4.124 0.471 5.783
H 5.187 -1.214 4.338
H 4.173 -1.845 2.125

=====

Entry 2:
69
Properties=species:S:1:pos:R:3 method="wB97M-V/def2-TZVPD" largest_force_ha_per_bohr=0.0165 spin_multiplicity=5 gap_ev="7.8 / 7.6" total_charge=+1 lumo_ev="-2.4 / -2.7" s_squared=6.01
Fe -0.812 0.154 -0.341
C -2.743 2.329 0.968
C -1.493 2.651 1.772
C -0.961 1.455 2.515
C -0.345 1.589 3.748
C 0.140 0.464 4.390
C -0.030 -0.776 3.798
C -0.649 -0.830 2.568
N -1.092 0.260 1.922
N -2.467 1.726 -0.351
C -2.019 2.729 -1.321
C -1.540 2.049 -2.577
C -1.437 2.732 -3.772
C -1.017 2.044 -4.899
C -0.742 0.692 -4.800
C -0.854 0.086 -3.565
N -1.235 0.751 -2.466
C -3.680 1.050 -0.837
C -3.763 -0.379 -0.366
C -4.981 -0.984 -0.107
C -5.015 -2.334 0.199
C -3.827 -3.044 0.249
C -2.649 -2.367 0.001
N -2.612 -1.061 -0.302
H -3.348 3.232 0.837
H -3.343 1.608 1.525
H -1.718 3.445 2.482
H -0.697 3.029 1.123
H -0.246 2.572 4.193
H 0.644 0.554 5.344
H 0.312 -1.684 4.274
H -0.802 -1.781 2.069
H -1.197 3.303 -0.890
H -2.824 3.435 -1.559
H -1.687 3.785 -3.818
H -0.911 2.559 -5.845
H -0.423 0.114 -5.656
H -0.636 -0.965 -3.442
H -3.654 1.018 -1.925
H -4.581 1.602 -0.555
H -5.893 -0.401 -0.158
H -5.961 -2.828 0.393
H -3.808 -4.100 0.480
H -1.695 -2.877 0.043
S 2.093 -0.539 -2.765
P 2.373 -0.156 -0.872
S 1.227 1.332 -0.030
C 4.101 0.221 -0.497
C 4.484 1.404 0.118
C 5.833 1.662 0.347
C 6.791 0.737 -0.034
C 6.410 -0.451 -0.652
C 5.069 -0.709 -0.889
C 2.017 -1.628 0.142
C 1.316 -2.703 -0.399
C 1.150 -3.874 0.338
C 1.698 -3.978 1.609
C 2.404 -2.907 2.151
C 2.558 -1.736 1.426
H 3.734 2.126 0.417
H 6.132 2.590 0.819
H 7.840 0.940 0.145
H 7.161 -1.170 -0.960
H 4.768 -1.623 -1.389
H 0.948 -2.631 -1.417
H 0.631 -4.720 -0.099
H 1.587 -4.896 2.174
H 2.852 -2.995 3.134
H 3.114 -0.904 1.846

=====

Entry 3:
69
Properties=species:S:1:pos:R:3 method="wB97M-V/def2-TZVPD" largest_force_ha_per_bohr=0.0136 gap_ev=7.4 total_charge=0 lumo_ev=-0.1
Mg 1.219 0.324 -0.817
C -2.315 1.277 -0.567
C -2.120 0.537 -1.893
C -2.189 -0.972 -1.770
C -3.418 -1.582 -1.553
C -3.527 -2.961 -1.458
C -2.380 -3.731 -1.579
C -1.128 -3.160 -1.791
C 0.065 -4.097 -1.854
C 0.221 -4.805 -3.202
C -1.047 -1.763 -1.894
N 0.202 -1.088 -1.993
C 1.089 -1.439 -2.879
C 2.384 -0.846 -2.950
C 3.465 -1.196 -3.764
C 4.491 -0.311 -3.437
C 3.979 0.538 -2.445
N 2.710 0.234 -2.143
H -2.347 2.358 -0.722
H -1.497 1.068 0.134
H -3.246 0.976 -0.084
H -1.163 0.827 -2.328
H -2.883 0.855 -2.609
H -4.304 -0.959 -1.474
H -4.488 -3.429 -1.282
H -2.442 -4.811 -1.482
H -0.083 -4.863 -1.091
H 0.985 -3.578 -1.583
H -0.691 -5.356 -3.444
H 1.050 -5.515 -3.177
H 0.399 -4.110 -4.024
H 0.849 -2.192 -3.630
H 3.493 -2.008 -4.476
H 5.485 -0.280 -3.853
H 4.480 1.359 -1.952
C -1.626 -1.422 6.446
C -0.750 -1.034 5.283
C 0.513 -0.491 5.489
C 1.335 -0.158 4.418
C 0.877 -0.377 3.128
C -0.385 -0.918 2.896
C -1.186 -1.243 3.973
S 1.856 0.111 1.760
O 1.813 -0.981 0.761
O 3.140 0.503 2.270
N 1.073 1.214 0.961
C 0.811 2.555 1.194
C 0.790 3.223 2.383
C 0.396 4.586 2.429
C 0.022 5.260 1.307
C 0.054 4.594 0.049
C -0.306 5.210 -1.170
C -0.208 4.520 -2.342
C 0.266 3.194 -2.308
N 0.589 2.574 -1.200
C 0.473 3.259 -0.012
H -1.319 -0.915 7.361
H -1.567 -2.498 6.627
H -2.671 -1.180 6.252
H 0.863 -0.325 6.502
H 2.321 0.259 4.571
H -0.726 -1.093 1.881
H -2.170 -1.665 3.799
H 1.060 2.705 3.295
H 0.389 5.094 3.386
H -0.291 6.296 1.354
H -0.659 6.235 -1.160
H -0.473 4.971 -3.289
H 0.402 2.635 -3.229